*a*
Density functional theory data (ωB97M-V/def2-TZVPD) for one molecule with the formula C17H19N3O2S.

Geometry as XYZ:
```
42
Properties=species:S:1:pos:R:3:lowdin_charge:R:1
C -1.39 0.15 -6.22 -0.101
C -2.01 1.03 -5.15 -0.225
H -1.56 2.02 -5.20 0.115
H -3.08 1.16 -5.35 0.115
C -1.82 0.48 -3.74 -0.313
C -2.23 1.52 -2.73 -0.425
O -2.97 2.44 -2.96 0.102
N -1.74 1.39 -1.43 0.179
C -0.84 0.56 -0.84 -0.344
N -0.61 0.84 0.45 0.190
C 0.24 0.09 1.11 -0.201
C 0.90 -0.98 0.48 -0.067
C 0.60 -1.17 -0.87 -0.017
N -0.26 -0.42 -1.52 0.140
H 1.08 -1.97 -1.43 0.133
C 1.86 -1.86 1.18 -0.357
O 2.46 -2.74 0.62 0.100
C 2.00 -1.58 2.66 -0.067
H 2.95 -1.99 3.01 0.138
C 1.88 -0.09 2.98 -0.329
C 2.11 0.20 4.43 -0.511
C 1.90 -0.58 5.52 -0.129
C 2.19 0.07 6.74 -0.186
C 2.61 1.35 6.56 -0.416
S 2.66 1.78 4.90 1.039
H 2.89 2.07 7.30 0.060
H 2.09 -0.40 7.70 0.101
H 1.56 -1.60 5.47 0.109
C 0.49 0.40 2.55 -0.076
H 0.38 1.48 2.70 0.125
H -0.28 -0.09 3.15 0.145
H 2.63 0.45 2.39 0.151
H 1.19 -2.13 3.17 0.138
H -2.09 2.11 -0.80 0.159
H -0.77 0.22 -3.58 0.121
C -2.68 -0.77 -3.49 -0.041
H -2.42 -1.55 -4.20 0.075
H -3.73 -0.53 -3.59 0.092
H -2.50 -1.15 -2.49 0.066
H -1.88 -0.82 -6.27 0.064
H -0.33 -0.01 -6.02 0.075
H -1.48 0.62 -7.20 0.070
```

Results
Frontier orbital gap ... 8.99 eV
SMILES ... CC[C@H](C)C(=O)Nc1ncc2c(n1)C[C@@H](c1cccs1)CC2=O
HOMO ... -9.119 eV
Net charge ... 0

---

*b*
Density functional theory data (ωB97M-V/def2-TZVPD) for one molecule with the formula C17H19N3O2S.

Geometry as XYZ:
```
42
Properties=species:S:1:pos:R:3:lowdin_charge:R:1
O 3.46 -1.78 0.55 0.064
C 2.99 -0.94 -0.17 -0.495
N 2.00 -1.17 -1.06 0.057
H 1.64 -0.39 -1.60 0.112
C 1.28 -2.42 -1.08 -0.172
C 0.01 -2.37 -0.29 -0.479
C -1.06 -3.20 -0.36 -0.139
C -2.05 -2.91 0.60 -0.197
C -1.72 -1.86 1.39 -0.407
S -0.18 -1.20 0.97 1.079
H -2.27 -1.41 2.19 0.066
H -2.97 -3.46 0.70 0.103
H -1.14 -4.00 -1.08 0.111
H 1.96 -3.17 -0.64 0.130
H 1.07 -2.71 -2.12 0.131
C 3.44 0.53 -0.17 -0.044
N 2.38 1.41 0.25 -0.042
C 1.37 1.78 -0.59 -0.517
O 1.34 1.58 -1.80 0.053
N 0.43 2.42 0.14 -0.034
C -0.83 2.88 -0.42 -0.093
C -1.89 1.80 -0.40 -0.216
C -1.86 0.80 -1.37 -0.044
C -2.82 -0.19 -1.37 -0.085
C -3.81 -0.20 -0.41 -0.104
C -3.84 0.78 0.56 -0.093
C -2.88 1.78 0.57 -0.051
H -2.90 2.55 1.33 0.110
H -4.61 0.78 1.32 0.103
H -4.56 -0.98 -0.42 0.106
H -2.79 -0.96 -2.13 0.109
H -1.08 0.82 -2.12 0.110
H -1.15 3.75 0.16 0.129
H -0.62 3.18 -1.45 0.134
C 0.65 2.28 1.56 -0.112
H 0.68 3.27 2.03 0.124
C 2.01 1.57 1.64 -0.111
H 1.93 0.59 2.13 0.105
H 2.76 2.16 2.16 0.125
H -0.15 1.69 2.02 0.105
H 3.74 0.82 -1.18 0.136
H 4.29 0.64 0.51 0.135
```

Results
Frontier orbital gap ... 9.18 eV
SMILES ... O=C(CN1CCN(Cc2ccccc2)C1=O)NCc1cccs1
HOMO ... -8.544 eV
Net charge ... 0

---

Verdict on stability: *b* comes out on top.

---

*a*
Density functional theory data (ωB97M-V/def2-TZVPD) for a 2-piece molecular cluster, C4H12OS overall.

Geometry as XYZ:
```
18
Properties=species:S:1:pos:R:3:lowdin_charge:R:1
C 1.70 -2.10 -1.90 -0.427
C 1.83 -0.64 0.56 -0.398
S 2.75 -0.88 -1.03 0.707
H 2.18 -2.34 -2.84 0.027
H 1.58 -2.97 -1.26 0.032
H 0.73 -1.66 -2.04 0.009
H 2.61 -0.99 1.24 0.009
H 0.86 -1.08 0.72 0.036
H 1.76 0.45 0.62 0.012
C -1.77 1.69 0.19 -0.307
C -2.07 1.36 1.63 -0.080
O -1.56 0.44 -0.49 -0.109
H -2.57 2.18 -0.34 0.099
H -0.89 2.29 -0.03 0.111
H -2.81 0.57 1.66 0.077
H -0.74 0.30 -0.96 0.061
H -2.47 2.23 2.15 0.073
H -1.12 1.14 2.11 0.068
```

Results
Frontier orbital gap ... 9.35 eV
SMILES ... CCO.CSC
HOMO ... -8.505 eV
Net charge ... 0

---

*b*
Density functional theory data (ωB97M-V/def2-TZVPD) for a 2-piece molecular cluster, C4H12OS overall.

Geometry as XYZ:
```
18
Properties=species:S:1:pos:R:3:lowdin_charge:R:1
C 4.25 -1.13 -3.86 -0.251
C 3.39 0.05 -4.17 -0.593
S 1.54 -0.38 -4.40 0.610
H 4.84 -1.05 -2.93 0.062
H 4.94 -1.27 -4.70 0.062
H 3.94 -2.22 -3.65 0.089
H 3.72 0.81 -3.28 0.129
H 3.69 0.35 -5.18 0.041
H 1.35 -0.53 -3.05 -0.149
C -4.10 0.51 5.19 -0.255
O -4.16 1.18 6.46 -0.100
C -2.59 0.27 4.68 -0.056
H -4.79 -0.41 5.46 0.138
H -4.66 1.13 4.49 0.088
H -3.35 1.00 6.86 0.031
H -1.92 1.07 4.78 0.047
H -2.26 -0.54 5.26 0.046
H -2.52 0.11 3.62 0.061
```

Results
Frontier orbital gap ... 10.08 eV
SMILES ... CCO.CCS
HOMO ... -9.137 eV
Net charge ... 0

---

Verdict on stability: *a* comes out on top.

---

*a*
Density functional theory data (ωB97M-V/def2-TZVPD) for an isolated ion of composition CH3FNO2S and charge -1.

Geometry as XYZ:
```
9
Properties=species:S:1:pos:R:3:lowdin_charge:R:1
C 1.37 -0.34 -0.59 -0.334
N -0.75 -0.11 1.19 -0.081
O -1.42 -0.18 -1.22 -0.402
O -0.23 1.72 -0.52 -0.435
F 1.44 -1.49 0.26 -0.259
S -0.31 0.26 -0.44 0.506
H 1.65 -0.65 -1.58 -0.009
H -0.14 0.47 1.70 0.024
H -1.60 0.32 1.20 -0.010
```

Results
Frontier orbital gap ... 6.70 eV
SMILES ... N[S@@](=O)([O-])=CF
HOMO ... -2.742 eV
Net charge ... -1

---

*b*
Density functional theory data (ωB97M-V/def2-TZVPD) for CH3FNO2S as an isolated structure.

Geometry as XYZ:
```
9
Properties=species:S:1:pos:R:3:lowdin_charge:R:1
C 0.75 -1.26 -0.49 -0.329
N -1.27 0.09 0.51 -0.160
O 0.28 2.42 -0.51 -0.680
O 1.05 0.16 1.57 -0.484
F 0.16 -1.30 -1.77 -0.161
S 0.43 0.27 0.25 0.766
H 1.78 -1.22 -0.53 -0.004
H -1.61 0.47 1.38 0.043
H -1.55 0.37 -0.40 0.008
```

Results
Frontier orbital gap (alpha / beta) ... 7.25 / 7.74 eV
HOMO (alpha / beta) ... -3.959 / -3.630 eV
Net charge ... -1

---

Verdict on stability: *a* comes out on top.